11
Properties=species:S:1:pos:R:3:lowdin_charge:R:1 method="wB97M-V/def2-TZVPD" orbital_gap_ev=10.47 smiles="C=NC.C#N" max_force_ev_per_a=3.42 homo_energy_ev=-9.6 lumo_energy_ha=0.0316 total_charge=0
H 1.704 1.435 0.097 0.0495
C 1.399 0.798 0.870 -0.1630
N -3.593 -0.576 -0.600 0.0672
H 2.393 0.531 1.354 0.0995
C -3.503 0.490 -0.931 -0.0980
H -0.195 0.504 -1.084 0.0893
C 0.069 -0.434 -0.486 -0.1225
H -0.277 -1.438 -0.824 0.0768
H -3.276 1.474 -1.215 0.0417
N 0.738 -0.420 0.543 -0.0916
H 0.818 1.299 1.563 0.0512